[1]
Density functional theory data (wB97M-V/def2-TZVPD) for a cluster of 7 separate species, C21H28O21 in total in a non-equilibrium geometry.

Each line ends with the Mulliken charge.
CARTESIAN COORDINATES (ANGSTROEM)
H  6.280  -1.061  -1.010  0.3425
H  1.833  -1.796  2.894  0.0835
C  -0.575  -2.831  -3.793  0.6757
H  4.853  -0.983  0.077  -0.4698
C  -4.299  -1.301  -1.952  -0.2682
O  -4.083  3.893  2.601  -0.5080
H  -3.998  -0.598  3.890  0.3336
H  0.964  -2.349  -1.481  -0.4084
C  0.414  2.392  -0.101  0.0779
C  -3.194  -0.540  3.163  -0.3593
H  4.806  1.423  -0.702  0.3494
O  -4.200  -0.259  -0.904  -0.3817
O  0.207  -0.317  3.500  -0.5977
O  -2.006  -0.756  3.905  -0.3642
C  0.316  -3.194  -1.706  0.2739
C  -3.523  -0.696  -3.133  0.1597
C  4.894  0.678  -1.440  -0.4357
H  -2.691  -1.319  -3.525  -0.1416
H  2.378  -3.371  3.616  0.2712
O  1.515  -3.454  1.784  -0.2853
O  -2.109  4.507  1.687  -0.1247
O  2.670  -1.316  -3.094  -0.5093
H  -0.499  5.766  1.108  0.3786
H  2.079  -3.952  -2.738  0.3015
C  5.198  -0.728  -0.963  0.4916
C  -2.903  0.702  2.308  0.7707
O  -1.466  0.725  2.317  -0.0664
C  1.727  0.592  0.298  0.1384
H  0.895  -5.181  -2.581  0.3021
C  1.058  -4.104  -2.761  -0.3810
C  3.460  -0.886  -2.346  0.7197
C  2.390  -3.968  0.896  0.7723
C  3.686  -2.576  2.050  0.1140
O  -0.793  -2.655  -2.495  -0.3308
H  -0.453  2.521  0.554  -0.1227
C  -3.296  4.715  2.274  0.5278
H  4.414  -2.848  2.805  0.3958
H  -3.276  1.649  2.821  -0.0014
O  3.581  0.444  -2.044  -0.3593
C  0.164  1.252  -1.142  0.5682
O  -1.162  -2.283  -4.674  -0.6059
O  2.629  -0.103  0.734  -0.5792
H  3.957  -1.664  1.593  -0.1797
H  -3.254  0.643  1.323  -0.4017
H  -3.780  -2.162  -1.493  0.2573
O  2.056  -4.756  0.044  -0.6355
H  -5.383  -1.432  -2.184  0.2454
O  1.539  1.885  0.566  -0.3823
C  -1.565  5.770  1.269  -0.4076
H  0.025  -3.682  -0.826  0.5624
H  -4.280  -0.345  -3.887  0.2966
H  -3.350  -1.397  2.487  0.2048
C  -2.154  6.679  2.363  -0.4562
O  4.496  -1.584  -1.802  -0.3287
H  -2.132  6.102  0.395  0.2841
H  -0.872  1.015  -1.326  -0.5561
H  0.755  1.484  -2.079  0.2671
O  0.465  -3.727  -3.975  -0.4177
O  0.830  0.156  -0.487  0.2041
O  -2.958  0.484  -2.586  -0.3364
C  -0.966  -0.110  3.248  0.4457
H  5.566  0.964  -2.208  0.3029
C  2.306  -2.700  2.699  -0.1331
H  0.811  3.309  -0.524  0.3279
O  3.656  -3.605  1.040  -0.3418
O  -2.976  1.692  -0.754  -0.5469
H  -2.300  7.626  1.935  0.3511
O  -3.431  6.045  2.592  -0.3630
H  -1.546  6.756  3.231  0.2874
C  -3.400  0.720  -1.349  0.7022

Properties
- HOMO-LUMO gap: 0.402 hartree
- HOMO: -10.5 eV
- Relative energy (zero: lowest compared OMol25 entry of this formula, charge and spin): 61.0 kJ/mol
- E_tot: -65228.2805 eV
- SMILES: O=C1OCCO1.O=C1OCCO1.O=C1OCCO1.O=C1OCCO1.O=C1OCCO1.O=C1OCCO1.O=C1OCCO1
- Total charge: 0
- Lowest unoccupied orbital energy: 0.43 eV



[2]
Density functional theory data (wB97M-V/def2-TZVPD) for a structure of composition F18P3Rb in a non-equilibrium geometry.

Each line ends with the Mulliken charge.
CARTESIAN COORDINATES (ANGSTROEM)
F  -2.315  -3.131  2.867  -0.3561
F  1.935  1.528  0.433  -0.3642
F  1.605  -1.343  -2.893  -0.3328
P  -2.769  -1.853  2.027  1.1781
P  1.090  -0.174  -3.891  1.1742
F  0.826  -1.257  -5.060  -0.3613
F  3.047  3.014  1.765  -0.3785
F  -0.431  -0.407  -3.327  -0.3888
F  1.285  0.926  -2.710  -0.3530
F  -3.876  -1.444  3.126  -0.3651
F  -1.686  -0.938  2.754  -0.2966
F  -3.899  -2.757  1.267  -0.3744
F  -1.707  -2.214  0.840  -0.3918
F  1.637  2.486  3.513  -0.3772
F  -3.217  -0.569  1.073  -0.3764
F  0.558  1.002  -4.871  -0.3784
F  2.732  0.820  2.443  -0.3636
F  0.793  3.248  1.518  -0.3556
Rb  -0.445  -0.087  -0.508  0.9949
F  0.456  1.077  2.073  -0.3511
F  2.603  0.044  -4.406  -0.3588
P  1.779  2.029  1.966  1.1766

Properties
- HOMO-LUMO gap: 0.422 hartree
- HOMO: -6.9 eV
- Relative energy (zero: lowest compared OMol25 entry of this formula, charge and spin): 9.8 kJ/mol
- E_tot: -77461.4791 eV
- Total charge: -2
- Lowest unoccupied orbital energy: 4.55 eV



[3]
Density functional theory data (wB97M-V/def2-TZVPD) for a structure of composition C3H12NO2 in a non-equilibrium geometry.

Each line ends with the Mulliken spin population.
CARTESIAN COORDINATES (ANGSTROEM)
H  1.149  0.540  1.402  -0.0005
N  2.116  -1.887  0.564  -0.0111
H  1.464  -2.253  1.221  0.0056
O  -0.309  1.028  -0.384  0.0384
C  1.242  0.565  0.304  -0.0132
H  3.219  1.630  -0.173  -0.0015
H  -0.286  -1.437  -0.993  0.4640
O  -7.535  -0.487  -0.018  0.0000
H  1.793  1.957  -1.278  -0.0017
H  1.863  2.603  0.351  0.0046
H  -7.425  0.111  -0.774  0.0000
C  2.121  1.713  -0.238  0.0124
H  2.384  -0.767  -1.112  0.0030
H  0.052  0.236  0.310  -0.0053
H  0.540  -1.203  -0.831  0.1807
C  1.617  -0.851  -0.343  0.3071
H  2.872  -1.507  1.099  0.0175
H  -6.877  0.009  0.891  0.0000

Properties
- HOMO-LUMO gap (alpha / beta): 0.328 / 0.352 hartree
- HOMO (alpha / beta): -8.2 / -9.9 eV
- 2S+1: 2
- ⟨S²⟩: 0.7556
- Relative energy (zero: lowest compared OMol25 entry of this formula, charge and spin): 656.3 kJ/mol
- E_tot: -8882.1995 eV
- Total charge: 0
- Lowest unoccupied orbital energy (alpha / beta): 0.72 / -0.32 eV